[1]
Here is an isolated molecule of C8H11P from the Open Molecules 2025 dataset. Energies are from the ωB97M-V functional and the def2-TZVPD basis.

Results
E_HOMO (spin up / spin down), hartree: -0.21890 / -0.32906
Charge: 0
Orbital gap (spin up / spin down), eV: 6.99 / 6.80
Spin multiplicity: 3

Element x y z (Å)
1 C -0.643 -2.280 -0.045
2 C 0.303 -1.292 -0.534
3 C -1.902 -1.961 0.213
4 C 1.507 -0.897 -0.059
5 C -2.514 -0.666 0.055
6 C 1.751 0.588 -0.187
7 C 0.595 1.357 0.504
8 C -0.639 1.736 -0.332
9 P -2.359 1.035 -0.119
10 H -0.172 -3.285 0.130
11 H -0.178 -0.585 -1.102
12 H -2.565 -2.654 0.587
13 H -3.566 -0.760 0.275
14 H 2.201 -1.344 0.561
15 H 2.723 0.945 0.325
16 H 1.668 0.897 -1.296
17 H 0.282 0.868 1.455
18 H 1.023 2.264 0.844
19 H -0.859 2.793 0.009
20 H -0.485 1.946 -1.357



[2]
Here is the ion C8H12 with charge -1 from the Open Molecules 2025 dataset. Energies are from the ωB97M-V functional and the def2-TZVPD basis.

Results
E_HOMO (spin up / spin down), hartree: 0.00288 / -0.09420
Charge: -1
Orbital gap (spin up / spin down), eV: 3.77 / 6.38
Spin multiplicity: 2

Element x y z (Å)
1 C 1.055 1.740 0.720
2 C 1.189 0.338 1.288
3 C 2.426 -0.064 1.568
4 C -0.115 -0.363 1.493
5 C -0.959 -0.478 0.222
6 C -0.419 -0.559 -1.050
7 C -1.115 -0.690 -2.280
8 C -2.479 -0.880 -2.430
9 H 0.001 1.966 0.613
10 H 1.470 2.444 1.453
11 H 1.596 1.862 -0.207
12 H 2.715 -1.068 1.848
13 H 3.286 0.581 1.490
14 H 0.000 -1.343 1.977
15 H -0.646 0.348 2.133
16 H -2.029 -0.546 0.401
17 H 0.662 -0.542 -1.110
18 H -0.507 -0.628 -3.181
19 H -3.149 -1.017 -1.581
20 H -2.980 -1.100 -3.368



[3]
Here is a structure of composition C8H12 from the Open Molecules 2025 dataset. Energies are from the ωB97M-V functional and the def2-TZVPD basis.

Results
E_HOMO, hartree: -0.33720
Charge: 0
Orbital gap, eV: 10.30

Element x y z (Å)
1 C -0.869 0.711 1.792
2 C 0.562 1.170 1.604
3 C 0.672 0.196 0.533
4 C 1.120 -0.406 -0.886
5 C 0.275 -0.015 -2.003
6 C -0.859 -0.539 -1.034
7 C 0.148 -1.629 -0.646
8 C -0.738 0.582 0.063
9 H -0.828 -0.128 2.465
10 H -1.753 1.264 2.367
11 H 1.212 1.128 2.442
12 H 0.035 2.294 1.122
13 H 0.605 -0.617 1.066
14 H 2.168 -0.831 -0.940
15 H 0.293 -0.830 -2.730
16 H 0.155 1.036 -2.704
17 H -1.907 -0.733 -1.244
18 H 0.259 -2.280 -1.440
19 H 0.137 -2.097 0.281
20 H -0.687 1.723 -0.109



[4]
Here is an isolated molecule of C8H12 from the Open Molecules 2025 dataset. Energies are from the ωB97M-V functional and the def2-TZVPD basis.

Results
E_HOMO, hartree: -0.30530
Charge: 0
SMILES: C=C/C=C(\C)C(=C)C
Orbital gap, eV: 8.84

Element x y z (Å)
1 C 1.638 2.360 1.317
2 C 1.716 1.046 1.385
3 C 1.048 0.009 0.607
4 C -0.118 0.034 -0.170
5 C -0.974 1.217 -0.380
6 C -0.838 -1.242 -0.615
7 C -2.125 -1.521 -0.343
8 C -0.063 -1.998 -1.522
9 H 0.763 2.888 0.812
10 H 2.071 3.124 1.964
11 H 2.455 0.622 2.143
12 H 1.524 -1.043 0.768
13 H -1.945 1.160 -1.114
14 H -0.306 1.947 -0.940
15 H -1.349 1.443 0.629
16 H -2.526 -0.931 0.583
17 H -2.914 -2.214 -0.930
18 H -0.475 -2.844 -1.998
19 H 0.054 -1.306 -2.429
20 H 0.945 -2.275 -1.163



[5]
Here is an isolated molecule of C8H12 from the Open Molecules 2025 dataset. Energies are from the ωB97M-V functional and the def2-TZVPD basis.

Results
E_HOMO (spin up / spin down), hartree: -0.27566 / -0.30692
Charge: 0
Orbital gap (spin up / spin down), eV: 7.60 / 8.21

Element x y z (Å)
1 C -0.291 -0.179 -0.041
2 C -0.617 -1.112 -0.983
3 C 1.943 0.552 -1.089
4 C -1.221 0.716 0.435
5 C 1.486 1.503 -0.021
6 C 1.205 0.072 0.159
7 C -2.651 0.576 0.199
8 C 1.719 -0.942 1.095
9 H 0.177 -1.741 -1.403
10 H -1.647 -1.222 -1.499
11 H 1.300 0.478 -1.979
12 H 2.965 0.255 -1.155
13 H -0.789 1.562 0.857
14 H 0.794 2.406 -0.188
15 H -2.959 0.591 -0.897
16 H -3.397 1.265 0.624
17 H -2.827 -0.374 0.681
18 H 1.126 -0.808 2.111
19 H 2.899 -0.898 1.262
20 H 1.587 -2.037 0.665



[6]
Here is an isolated molecule of C8H12 from the Open Molecules 2025 dataset. Energies are from the ωB97M-V functional and the def2-TZVPD basis.

Results
E_HOMO, hartree: -0.27260
Charge: 0
SMILES: C[C@H]1[C@]2(C)[C@@]3(C)C[C@]132
Orbital gap, eV: 8.37

Element x y z (Å)
1 C 0.261 -1.311 2.303
2 C 0.727 -0.444 1.020
3 C -0.441 -0.370 -0.187
4 C -1.443 -1.322 -0.768
5 C 0.125 0.984 -0.812
6 C 1.232 1.105 -1.833
7 C -0.634 1.982 -0.066
8 C -0.095 0.745 0.708
9 H -0.727 -1.538 2.316
10 H 0.590 -0.786 3.166
11 H 0.720 -2.299 2.448
12 H 1.790 -0.468 0.807
13 H -0.869 -2.149 -1.007
14 H -1.830 -0.873 -1.706
15 H -2.052 -1.656 0.100
16 H 2.079 1.771 -1.707
17 H 0.878 1.506 -2.806
18 H 1.638 0.084 -1.966
19 H -1.716 2.041 -0.148
20 H -0.231 2.997 0.137



[7]
Here is an isolated molecule of C8H12 from the Open Molecules 2025 dataset. Energies are from the ωB97M-V functional and the def2-TZVPD basis.

Results
E_HOMO, hartree: -0.31045
Charge: 0
SMILES: C=C/C=C/C(=C)CC
Orbital gap, eV: 9.28

Element x y z (Å)
1 C -1.891 2.289 -2.337
2 C -0.701 1.920 -1.869
3 C -0.516 0.617 -1.256
4 C 0.545 0.278 -0.508
5 C 0.735 -1.005 0.219
6 C 0.574 -2.141 -0.449
7 C 1.277 -0.857 1.621
8 C 0.192 -0.590 2.657
9 H -2.264 3.206 -2.780
10 H -2.664 1.526 -2.403
11 H 0.107 2.644 -1.821
12 H -1.292 -0.152 -1.306
13 H 1.423 0.936 -0.524
14 H 0.312 -2.100 -1.493
15 H 0.663 -3.140 -0.036
16 H 1.964 -0.008 1.584
17 H 1.866 -1.733 1.875
18 H 0.519 -0.836 3.669
19 H -0.641 -1.276 2.512
20 H -0.208 0.420 2.645



[8]
Here is a cluster of 3 separate species, C8H12 in total from the Open Molecules 2025 dataset. Energies are from the ωB97M-V functional and the def2-TZVPD basis.

Results
E_HOMO, hartree: -0.27742
Charge: 0
Orbital gap, eV: 7.76

Element x y z (Å)
1 C 0.082 0.287 1.280
2 C 0.127 -1.108 -0.289
3 C -1.277 0.867 1.580
4 C 1.263 1.222 1.338
5 C -0.094 0.051 -0.911
6 C -0.309 1.130 -1.584
7 C 0.021 -1.916 -2.589
8 C 0.171 -3.120 -2.790
9 H 0.264 -0.611 1.869
10 H 1.132 -1.496 -0.196
11 H -0.699 -1.752 -0.021
12 H 1.436 1.528 2.377
13 H -1.478 1.769 1.001
14 H -1.331 1.141 2.641
15 H -2.077 0.151 1.386
16 H 1.099 2.130 0.756
17 H 2.177 0.747 0.980
18 H -0.401 2.102 -1.118
19 H -0.397 1.025 -2.659
20 H 0.290 -4.148 -3.049



Calculated total energy values (in eV) by entry order: -17757.3600 -8488.0174 -8482.5771 -8486.6663 -8484.6312 -8484.5004 -8488.7171 -8482.1474.
Relative energy (zero: lowest compared OMol25 entry of this formula, charge and spin) values (in kcal per mole) by entry order: 61.2 17.2 161.5 67.2 114.2 117.2 20.0 171.5.